1.
Here is C3H5NOS in the gas phase at a distorted geometry from the OMol25 dataset. Energies are from the ωB97M-V functional and the def2-TZVPD basis.

The geometry in XYZ format:
```
11
Properties=species:S:1:pos:R:3:nbo_charge:R:1
C 1.06 -0.13 0.63 -0.025
C -0.03 -2.06 -0.19 -0.032
C 0.28 0.96 0.03 -0.631
N 0.79 -1.26 0.24 -0.317
O -2.06 0.14 0.76 -0.981
S -1.38 0.22 -0.51 1.136
H 1.81 -0.05 1.40 0.209
H 0.36 -2.43 -1.22 0.163
H 0.13 1.80 0.76 0.253
H 0.68 1.32 -0.97 0.223
H -1.64 1.49 -0.92 0.003
```

largest force on an atom: 3.14 eV/A
frontier orbital gap: 0.3312 Ha
energy relative to the best compared isomer or geometry (same formula, charge and spin): 499.9 kJ/mol

2.
Here is C3H5NOS in the gas phase at a distorted geometry from the OMol25 dataset. Energies are from the ωB97M-V functional and the def2-TZVPD basis.

The geometry in XYZ format:
```
11
Properties=species:S:1:pos:R:3:nbo_charge:R:1
C 0.61 -0.71 0.46 0.048
C -0.54 -0.15 -0.34 -0.402
C -1.63 0.73 0.30 -0.512
H 3.22 -0.14 -0.77 0.481
H 0.22 -1.22 1.30 0.179
H -0.20 0.32 -1.18 0.233
H -1.44 0.97 1.35 0.228
H -2.16 1.62 -0.31 0.238
N 1.94 -0.57 0.46 -0.105
O 2.20 -0.05 -0.86 -0.596
S -2.21 -0.79 -0.40 0.207
```

largest force on an atom: 5.94 eV/A
frontier orbital gap: 0.3665 Ha
SMILES: O/N=C\[C@@H]1CS1
energy relative to the best compared isomer or geometry (same formula, charge and spin): 395.8 kJ/mol

3.
Here is C3H5NOS in the gas phase at a distorted geometry from the OMol25 dataset. Energies are from the ωB97M-V functional and the def2-TZVPD basis.

The geometry in XYZ format:
```
11
Properties=species:S:1:pos:R:3:nbo_charge:R:1
C -0.33 -1.18 -0.27 0.212
C 1.52 0.16 0.63 -0.617
C 0.56 -0.25 -0.52 -0.144
N -1.46 -1.41 0.01 -0.501
O -0.97 1.15 -0.30 -0.874
S -2.16 0.48 0.24 0.975
H 1.58 1.25 0.62 0.234
H 1.13 -0.23 1.52 0.215
H 2.55 -0.36 0.39 0.224
H 0.66 0.19 -1.46 0.241
H -3.09 0.21 -0.86 0.034
```

largest force on an atom: 4.05 eV/A
frontier orbital gap: 0.3389 Ha
energy relative to the best compared isomer or geometry (same formula, charge and spin): 417.2 kJ/mol

4.
Here is C3H5NOS in the gas phase at a distorted geometry from the OMol25 dataset. Energies are from the ωB97M-V functional and the def2-TZVPD basis.

The geometry in XYZ format:
```
11
Properties=species:S:1:pos:R:3:nbo_charge:R:1
C -1.91 -0.37 -0.96 -0.672
C -0.70 0.00 -0.19 0.086
C 1.47 -0.53 0.74 0.490
H -2.09 -1.51 -0.97 0.190
H -2.18 0.05 -1.86 0.250
H -2.77 -0.26 -0.29 0.249
H -0.04 -1.87 -0.26 0.420
H 1.12 0.37 1.56 0.238
N 0.24 -0.94 -0.08 -0.627
O 2.57 -1.23 0.38 -0.527
S -0.59 1.57 0.11 -0.098
```

largest force on an atom: 8.97 eV/A
frontier orbital gap: 0.3059 Ha
SMILES: CC(=S)NC=O
energy relative to the best compared isomer or geometry (same formula, charge and spin): 281.7 kJ/mol

> Which value of largest force on an atom does entry 4 give?

8.97 eV/A

> The highest energy relative to the best compared isomer or geometry (same formula, charge and spin) belongs to which entry?

number 1